Entry 1:
{
  "formula": "C18H24CaF3NO4SSiTe",
  "method": "ωB97M-V/def2-TZVPD",
  "species": ["Ca", "C", "Si", "C", "C", "N", "C", "C", "C", "C", "C", "C", "O", "C", "C", "C", "C", "C", "C", "H", "H", "H", "H", "H", "H", "H", "H", "H", "H", "H", "H", "H", "H", "H", "H", "H", "H", "C", "Te", "C", "H", "H", "H", "H", "H", "H", "F", "C", "F", "F", "S", "O", "O", "O"],
  "coordinates": [[-1.42388, -0.71760, -0.14291], [-2.72000, 1.61111, -3.23628], [-1.18827, 1.97209, -2.20218], [-0.68629, 3.76278, -2.49214], [0.19576, 0.84378, -2.80870], [-1.38321, 1.53737, -0.55342], [-2.30698, 2.00665, 0.33892], [-3.18319, 3.09084, 0.08373], [-4.11243, 3.54642, 0.99549], [-4.24950, 2.94335, 2.24119], [-3.42588, 1.87393, 2.54164], [-2.48375, 1.44633, 1.62429], [-1.70583, 0.30678, 1.94724], [-1.02800, 0.20722, 3.14298], [-0.42605, 1.31003, 3.72977], [0.30978, 1.12540, 4.89021], [0.44358, -0.13851, 5.45041], [-0.17171, -1.22754, 4.85131], [-0.91834, -1.06088, 3.69277], [-2.51071, 1.76653, -4.29826], [-3.55843, 2.25786, -2.97071], [-3.06194, 0.57845, -3.12170], [-0.40154, 3.90781, -3.53765], [0.16970, 4.03648, -1.87255], [-1.49281, 4.46382, -2.27476], [0.48122, 1.06561, -3.83903], [-0.08393, -0.21805, -2.80198], [1.08755, 0.95832, -2.18730], [-3.10548, 3.58555, -0.87608], [-4.74413, 4.38422, 0.72773], [-4.98560, 3.28834, 2.95324], [-3.49959, 1.35571, 3.49009], [-0.53880, 2.28485, 3.27455], [0.78710, 1.97638, 5.35797], [1.01926, -0.27180, 6.35632], [-0.08352, -2.21199, 5.29220], [-1.43220, -1.89271, 3.22393], [2.40777, -1.63881, 1.88449], [1.42292, -2.29738, 0.10958], [0.68590, -4.09773, 0.97672], [3.09026, -2.42386, 2.20015], [1.69121, -1.41769, 2.67146], [2.97788, -0.74443, 1.64512], [0.10047, -3.87069, 1.86286], [1.53033, -4.73584, 1.22053], [0.04581, -4.57929, 0.24208], [-4.61335, -3.20196, -2.55427], [-4.39935, -3.83458, -1.40474], [-4.00161, -5.07487, -1.66493], [-5.53355, -3.87726, -0.71727], [-3.11332, -2.96635, -0.42101], [-2.89497, -3.79653, 0.72851], [-3.64376, -1.63164, -0.13888], [-1.94508, -2.81740, -1.29742]],
  "forces_ev_per_a": [[0.090, 0.401, -0.162], [0.039, 0.026, -0.059], [-0.051, 0.177, 0.104], [0.060, -0.139, -0.066], [-0.002, -0.023, 0.030], [-0.029, -0.654, 0.104], [-0.201, 0.460, 0.054], [0.045, 0.003, -0.053], [-0.001, 0.012, 0.001], [0.012, -0.026, 0.018], [0.029, 0.003, -0.028], [0.025, 0.076, 0.162], [-0.038, -0.258, -0.438], [0.090, 0.095, 0.053], [-0.019, -0.052, -0.037], [-0.001, 0.004, -0.007], [0.016, -0.003, 0.030], [-0.019, -0.025, -0.008], [-0.009, 0.052, 0.010], [-0.004, 0.009, -0.004], [0.006, 0.012, 0.030], [0.034, -0.010, 0.030], [-0.001, 0.011, -0.005], [0.006, -0.010, 0.022], [-0.026, -0.006, 0.024], [-0.026, 0.021, -0.010], [-0.027, -0.001, 0.015], [0.001, 0.012, 0.003], [0.002, -0.004, -0.013], [-0.004, 0.000, 0.004], [0.001, -0.002, 0.006], [-0.009, 0.011, 0.011], [0.011, 0.013, 0.012], [-0.002, 0.008, -0.004], [0.001, 0.001, 0.001], [-0.003, -0.005, -0.003], [-0.001, -0.001, -0.002], [0.021, 0.025, 0.005], [0.011, 0.007, 0.117], [-0.051, 0.016, -0.025], [-0.003, 0.001, -0.009], [-0.033, -0.016, -0.047], [-0.018, 0.007, -0.030], [0.007, 0.007, 0.010], [-0.003, 0.000, 0.001], [-0.009, 0.012, -0.009], [-0.013, 0.067, -0.072], [0.049, 0.133, -0.082], [0.055, -0.081, -0.014], [-0.054, 0.002, 0.063], [0.009, -0.287, 0.242], [-0.062, -0.072, -0.004], [-0.099, 0.075, 0.128], [0.196, -0.083, -0.098]],
  "lowdin_charge": [1.260, -0.169, 0.344, -0.175, -0.183, -0.223, -0.341, -0.035, -0.093, -0.097, -0.024, -0.224, -0.162, -0.274, 0.004, -0.067, -0.092, -0.085, -0.018, 0.030, 0.024, 0.025, 0.028, 0.029, 0.018, 0.033, 0.015, 0.026, 0.083, 0.102, 0.098, 0.126, 0.130, 0.108, 0.102, 0.109, 0.122, -0.430, 1.175, -0.430, 0.005, -0.021, 0.002, 0.001, 0.003, 0.000, 0.149, -0.684, 0.152, 0.156, 0.454, -0.270, -0.387, -0.428]
}

=====

Entry 2:
{
  "formula": "C18H24N2O2S",
  "method": "ωB97M-V/def2-TZVPD",
  "relative_energy_ev": 1.987,
  "smiles": "CCCCCc1ccc(S(=O)(=O)NCCc2ccncc2)cc1",
  "species": ["C", "C", "C", "C", "C", "C", "C", "C", "C", "S", "O", "O", "N", "C", "C", "C", "C", "C", "N", "C", "C", "C", "C", "H", "H", "H", "H", "H", "H", "H", "H", "H", "H", "H", "H", "H", "H", "H", "H", "H", "H", "H", "H", "H", "H", "H", "H"],
  "coordinates": [[-4.78469, -0.41238, -1.32535], [-5.27317, 0.91449, -0.75728], [-4.56229, 1.34168, 0.52832], [-3.06495, 1.62703, 0.35162], [-2.17560, 0.44498, 0.76305], [-0.73314, 0.75795, 0.50199], [-0.21011, 0.60853, -0.77977], [1.11576, 0.89868, -1.03803], [1.92309, 1.33659, -0.00686], [3.64218, 1.64996, -0.35348], [4.35086, 1.86068, 0.87961], [3.74460, 2.64270, -1.38334], [4.12112, 0.20109, -1.06905], [4.75615, -0.77562, -0.20418], [3.79954, -1.21855, 0.90011], [2.46530, -1.73484, 0.44061], [1.42572, -1.83833, 1.36189], [0.19475, -2.31020, 0.94408], [-0.06147, -2.67687, -0.30060], [0.92588, -2.59248, -1.17419], [2.19764, -2.13761, -0.86172], [1.42356, 1.51625, 1.26627], [0.09233, 1.22985, 1.51612], [-5.40026, -0.70463, -2.17348], [-3.75638, -0.33738, -1.66821], [-4.84583, -1.19677, -0.57411], [-5.14880, 1.69668, -1.50996], [-6.34200, 0.83337, -0.54408], [-4.69871, 0.56947, 1.28820], [-5.05475, 2.24592, 0.89279], [-2.86111, 1.88775, -0.68834], [-2.78107, 2.48806, 0.96072], [-2.45790, -0.44516, 0.20184], [-2.32514, 0.24341, 1.82535], [-0.84573, 0.24529, -1.57331], [1.54082, 0.78429, -2.02194], [4.66332, 0.41657, -1.89230], [5.05934, -1.62780, -0.81838], [5.65075, -0.35363, 0.27348], [3.63618, -0.36984, 1.56741], [4.29455, -2.00113, 1.48429], [1.57816, -1.54701, 2.39006], [-0.63167, -2.40004, 1.63694], [0.68311, -2.90699, -2.18116], [2.95245, -2.08692, -1.62802], [2.08505, 1.87089, 2.04145], [-0.30741, 1.36200, 2.51092]],
  "forces_ev_per_a": [[-0.155, 0.228, -0.010], [0.024, -0.142, 0.200], [-0.016, 0.215, -0.266], [-0.176, -0.212, 0.244], [0.023, 0.269, -0.147], [0.067, -0.013, 0.142], [0.172, 0.116, 0.016], [-0.189, 0.041, -0.127], [0.574, 0.145, 0.059], [0.070, -0.120, -0.350], [-0.231, -0.212, 0.034], [-0.127, -0.158, -0.199], [-0.227, 0.891, 0.135], [0.105, -0.216, 0.627], [0.208, -0.125, -0.109], [-0.200, -0.199, 0.067], [0.090, -0.088, -0.219], [0.122, 0.022, 0.254], [-0.490, -0.194, -0.155], [0.269, -0.071, -0.181], [-0.076, -0.114, 0.160], [0.144, 0.136, 0.109], [-0.014, 0.063, -0.134], [0.014, -0.092, -0.090], [0.155, -0.076, -0.051], [0.039, -0.138, 0.056], [-0.065, 0.061, -0.005], [-0.024, 0.062, -0.067], [-0.051, -0.018, 0.107], [-0.016, -0.042, 0.086], [0.056, 0.074, -0.072], [0.063, 0.037, -0.068], [-0.031, -0.108, 0.041], [-0.028, -0.074, 0.014], [-0.071, -0.074, -0.102], [-0.033, -0.101, -0.170], [0.024, 0.213, -0.152], [-0.041, 0.106, -0.014], [-0.070, -0.183, -0.101], [0.027, -0.143, 0.110], [-0.007, 0.099, 0.038], [-0.005, 0.065, 0.125], [-0.040, 0.043, 0.149], [0.074, 0.001, -0.130], [0.067, 0.015, -0.123], [0.036, 0.014, 0.151], [-0.041, -0.001, 0.119]],
  "lowdin_charge": [-0.111, -0.269, -0.218, -0.189, -0.167, -0.236, -0.020, -0.052, -0.291, 0.662, -0.290, -0.287, -0.132, -0.237, -0.137, -0.221, -0.026, -0.156, 0.061, -0.152, -0.030, -0.055, -0.024, 0.069, 0.059, 0.076, 0.106, 0.102, 0.109, 0.104, 0.114, 0.114, 0.103, 0.119, 0.123, 0.122, 0.110, 0.122, 0.118, 0.101, 0.133, 0.120, 0.108, 0.105, 0.104, 0.117, 0.119]
}

=====

Entry 3:
{
  "formula": "C18H24N2O3",
  "method": "ωB97M-V/def2-TZVPD",
  "relative_energy_ev": 1.987,
  "smiles": "Cc1ccc2c(CN3CCN(CCO)CC3)cc(=O)oc2c1C",
  "species": ["C", "C", "C", "C", "C", "C", "C", "N", "C", "C", "N", "C", "C", "O", "C", "C", "C", "C", "O", "O", "C", "C", "C", "H", "H", "H", "H", "H", "H", "H", "H", "H", "H", "H", "H", "H", "H", "H", "H", "H", "H", "H", "H", "H", "H", "H", "H"],
  "coordinates": [[-4.52883, -2.36014, 0.45357], [-3.50603, -1.36436, 0.00838], [-2.83111, -1.54387, -1.19879], [-1.88310, -0.64810, -1.62867], [-1.56189, 0.47744, -0.86101], [-0.57378, 1.46732, -1.22683], [0.33165, 1.29926, -2.42865], [1.60950, 0.65574, -2.19546], [2.59400, 1.36440, -1.40674], [2.54343, 1.05985, 0.09603], [2.63949, -0.37592, 0.31049], [2.74096, -0.72334, 1.72033], [4.19454, -0.56688, 2.17828], [5.05886, -1.28077, 1.33412], [1.53861, -1.04198, -0.36384], [1.62384, -0.75123, -1.86686], [-0.43376, 2.55837, -0.43924], [-1.16557, 2.73877, 0.79646], [-1.04684, 3.67435, 1.54990], [-2.03953, 1.74590, 1.13607], [-2.26416, 0.66922, 0.34353], [-3.22816, -0.24631, 0.78840], [-3.94593, -0.01064, 2.08110], [-5.50172, -1.88334, 0.56628], [-4.25641, -2.78175, 1.42024], [-4.61932, -3.16906, -0.26612], [-3.06202, -2.40515, -1.80809], [-1.39251, -0.81447, -2.57354], [0.55354, 2.29344, -2.82863], [-0.17467, 0.73309, -3.21340], [2.48687, 2.43724, -1.57056], [3.57749, 1.05528, -1.78091], [3.39093, 1.54908, 0.57920], [1.61866, 1.46298, 0.54263], [2.45941, -1.77359, 1.82931], [2.07459, -0.11653, 2.35389], [4.31906, -0.97166, 3.18519], [4.47532, 0.49678, 2.19849], [4.73125, -1.13748, 0.43421], [1.63002, -2.11937, -0.20524], [0.56127, -0.71845, 0.03493], [0.81611, -1.26106, -2.39137], [2.57756, -1.15108, -2.23134], [0.26271, 3.34713, -0.67879], [-5.01946, 0.05894, 1.91050], [-3.77061, -0.83736, 2.76844], [-3.60428, 0.90930, 2.54407]],
  "forces_ev_per_a": [[0.012, 0.032, 0.015], [0.206, 0.161, -0.131], [-0.034, -0.062, -0.001], [0.070, 0.196, 0.116], [-0.374, -0.059, 0.355], [0.064, 0.659, 0.307], [0.113, -0.001, -0.117], [-0.077, 0.026, -0.027], [0.084, 0.071, 0.203], [0.102, 0.159, -0.140], [-0.026, -0.028, 0.027], [0.333, -0.012, 0.121], [-0.297, 0.179, 0.088], [0.244, -0.217, -0.210], [-0.025, -0.097, -0.268], [-0.057, -0.226, 0.146], [-0.078, -0.392, -0.482], [0.184, 0.588, 0.319], [-0.065, -0.345, -0.252], [-0.094, 0.019, 0.171], [-0.064, -0.696, -0.601], [0.180, 0.245, -0.009], [0.049, 0.063, 0.002], [-0.110, -0.032, 0.041], [-0.049, -0.074, 0.080], [-0.031, -0.057, -0.014], [-0.032, -0.091, -0.056], [0.066, -0.010, -0.079], [-0.120, -0.063, -0.003], [-0.023, 0.116, 0.005], [0.038, 0.034, -0.032], [0.032, 0.107, 0.090], [-0.019, 0.038, 0.010], [0.153, -0.074, 0.002], [-0.009, 0.041, 0.011], [-0.030, -0.036, -0.036], [-0.059, 0.100, -0.027], [-0.058, -0.083, 0.092], [-0.065, 0.006, 0.042], [-0.031, 0.025, 0.017], [0.088, -0.070, 0.003], [0.018, -0.021, -0.053], [-0.064, -0.122, 0.041], [0.064, 0.058, -0.012], [-0.093, 0.003, 0.058], [-0.037, -0.036, 0.093], [-0.079, -0.022, 0.096]],
  "lowdin_charge": [-0.039, -0.223, -0.032, -0.023, -0.113, -0.122, -0.126, -0.156, -0.152, -0.157, -0.187, -0.179, -0.262, -0.069, -0.159, -0.154, 0.049, -0.446, 0.114, 0.117, -0.130, -0.143, -0.016, 0.087, 0.087, 0.078, 0.111, 0.100, 0.130, 0.118, 0.120, 0.125, 0.121, 0.113, 0.122, 0.127, 0.118, 0.106, 0.075, 0.126, 0.119, 0.110, 0.125, 0.130, 0.090, 0.090, 0.081]
}

=====

| no. | calculated total energy (eV) | E_LUMO (eV) | Kohn-Sham gap (Ha) |
| --- | --- | --- | --- |
| 1 | -81336.9369 | 0.08 | 0.273 |
| 2 | -36965.9537 | 0.60 | 0.362 |
| 3 | -28178.1861 | -0.11 | 0.307 |